# 1
{
  "formula": "C5H5N4O2",
  "method": "ωB97M-V/def2-TZVPD",
  "elements": ["C", "C", "C", "C", "C", "N", "N", "N", "N", "O", "O", "H", "H", "H", "H", "H"],
  "positions_angstrom": [[-0.73866, -2.41903, 0.09175], [0.17240, -1.41305, 0.03759], [-0.49609, -0.15653, -0.08467], [-5.12108, 0.17440, 0.01084], [0.09672, 1.16278, -0.21516], [-3.95923, -0.05324, -0.09810], [-2.73020, 0.39560, -0.07829], [-1.96441, -1.79736, 0.14021], [-1.79064, -0.53673, 0.04360], [-6.30478, 0.15062, -0.00081], [1.55164, -1.55459, -0.05219], [-0.60950, -3.44894, -0.01082], [-0.39306, 1.84021, -0.87734], [0.28861, 1.78877, 0.65184], [1.12721, 0.97802, -0.49358], [1.70273, -2.54182, -0.37253]],
  "forces_ev_per_a": [[-1.2, 2.5, 0.4], [1.1, 1.2, -0.9], [0.8, -2.6, 1.2], [2.3, -1.0, -0.2], [1.1, 0.6, 0.3], [-2.0, -1.0, 0.3], [0.7, 3.0, 0.1], [-1.2, -2.6, -0.1], [0.8, 0.5, -0.5], [-1.8, 0.5, 0.1], [0.7, -3.0, -1.0], [0.0, -1.4, 0.2], [-0.4, 0.2, -0.9], [-0.6, -0.2, 1.0], [0.3, 0.0, -0.8], [-0.4, 3.2, 1.1]],
  "lowdin_charge": [-0.14, -0.34, -0.22, -0.37, -0.06, 0.02, -0.05, 0.04, -0.23, 0.01, -0.04, 0.06, 0.05, 0.06, 0.06, 0.15],
  "multiplicity": 1,
  "relative_energy_kcal_mol": 89.6,
  "charge": -1
}


# 2
{
  "formula": "C3H5N3",
  "method": "ωB97M-V/def2-TZVPD",
  "elements": ["C", "N", "N", "C", "C", "N", "H", "H", "H", "H", "H"],
  "positions_angstrom": [[-1.79819, 0.35644, 1.63362], [-0.79384, 0.26177, 0.62921], [-0.10840, -0.83658, 0.57319], [0.81850, -0.94144, -0.33091], [1.17993, 0.09763, -1.25426], [1.46930, 0.93010, -2.02531], [-2.49720, 1.21379, 1.33444], [-2.31805, -0.66912, 1.76925], [-1.32146, 0.61558, 2.66185], [-0.47574, 1.13886, 0.14470], [1.44157, -1.86188, -0.44051]],
  "forces_ev_per_a": [[-0.9, 0.3, 2.0], [0.0, 1.5, -0.7], [1.2, -0.5, -1.3], [0.9, -1.0, 0.1], [0.3, 1.6, -1.3], [-0.6, -1.5, 1.5], [0.7, -1.5, 0.6], [0.6, 1.9, -0.4], [-0.9, -0.3, -1.5], [-0.4, -1.3, 0.5], [-1.0, 0.8, 0.5]],
  "lowdin_charge": [-0.12, -0.17, 0.01, -0.19, -0.24, 0.13, 0.10, 0.10, 0.09, 0.16, 0.11],
  "multiplicity": 1,
  "smiles": "CN/N=C\\C#N",
  "relative_energy_kcal_mol": 50.6
}


# 3
{
  "formula": "C44H37F4N12O3PSTi",
  "method": "ωB97M-V/def2-TZVPD",
  "elements": ["Ti", "C", "N", "C", "C", "N", "C", "P", "C", "N", "C", "C", "N", "C", "C", "N", "C", "C", "N", "C", "H", "H", "H", "H", "H", "H", "H", "H", "H", "H", "H", "H", "H", "H", "H", "O", "S", "C", "C", "C", "C", "C", "C", "C", "C", "C", "C", "C", "C", "H", "H", "H", "H", "H", "H", "H", "H", "H", "H", "F", "C", "C", "F", "C", "C", "C", "F", "C", "C", "C", "N", "C", "N", "F", "C", "C", "N", "C", "N", "N", "C", "C", "C", "C", "C", "C", "H", "H", "H", "H", "H", "H", "H", "N", "C", "C", "O", "O", "H", "H", "H", "H", "H"],
  "positions_angstrom": [[-0.60507, -0.39352, -0.22454], [2.54618, -0.79013, -4.67796], [2.24193, -0.61000, -3.28637], [3.13272, -0.58627, -2.26532], [2.41130, -0.44755, -1.11220], [1.08474, -0.38219, -1.41664], [1.00548, -0.48838, -2.74876], [-0.51963, -0.19832, -3.72128], [-0.96313, 1.23004, -2.68019], [-1.30096, 1.14329, -1.38685], [-1.58989, 2.41777, -0.99463], [-1.37898, 3.27049, -2.04032], [-0.98318, 2.51560, -3.09453], [-0.61916, 3.00134, -4.39586], [-1.49685, -1.46073, -2.80043], [-1.30597, -1.80132, -1.52139], [-2.13148, -2.85494, -1.27729], [-2.82661, -3.14950, -2.41870], [-2.41742, -2.26688, -3.36424], [-2.91302, -2.18583, -4.71298], [3.57158, -1.13743, -4.77766], [2.43234, 0.14383, -5.22970], [1.87951, -1.53608, -5.10922], [4.18867, -0.66432, -2.42383], [2.76025, -0.37743, -0.09875], [-1.94613, 2.66681, -0.01292], [-1.46526, 4.33692, -2.07638], [-0.76382, 4.07817, -4.42268], [-1.24488, 2.55246, -5.16855], [0.42910, 2.78486, -4.60346], [-2.17484, -3.33809, -0.31767], [-3.57120, -3.89523, -2.61607], [-3.88380, -2.67653, -4.76717], [-2.22832, -2.68429, -5.40197], [-3.01735, -1.14214, -5.01565], [1.81162, -0.08505, 3.72828], [2.68353, -0.16320, 2.49373], [3.87732, 1.18832, 2.61101], [4.19124, 1.75549, 3.83085], [5.08802, 2.81018, 3.86998], [5.65948, 3.28318, 2.70005], [5.33836, 2.70294, 1.48341], [4.43399, 1.65759, 1.43220], [3.80436, -1.55163, 2.84069], [4.87509, -1.77615, 1.99046], [5.69401, -2.87081, 2.21438], [5.41953, -3.73839, 3.26105], [4.33384, -3.51350, 4.09125], [3.51018, -2.41997, 3.87557], [3.73898, 1.37625, 4.73373], [5.34135, 3.25663, 4.81713], [6.36624, 4.09670, 2.72702], [5.78478, 3.06103, 0.56929], [4.16798, 1.22185, 0.47995], [5.08932, -1.08583, 1.18745], [6.54765, -3.03488, 1.57533], [6.06106, -4.58719, 3.43608], [4.12542, -4.18384, 4.91080], [2.66488, -2.22269, 4.51803], [-3.78220, -0.46291, -1.50549], [-4.28743, 0.78624, -1.56982], [-4.19075, 1.59028, -2.65138], [-3.62672, 1.20145, -3.81116], [-4.64708, 2.93630, -2.38067], [-5.16094, 2.91692, -0.98529], [-6.27082, 2.00718, -0.60644], [-7.02902, 1.47486, -1.57483], [-4.87813, 1.47916, -0.40109], [-4.25045, 1.26694, 0.90926], [-3.16609, 0.46836, 0.93015], [-2.23036, -0.24988, 0.88270], [-4.62270, 1.96435, 2.06493], [-4.84397, 2.51734, 3.04647], [-4.86197, 3.98124, -0.21544], [-4.55049, 4.03110, -3.18923], [-4.90310, 5.33419, -2.75829], [-5.13863, 6.40717, -2.43666], [-3.95785, 3.94505, -4.46855], [-3.39236, 3.86076, -5.46201], [0.38806, -2.12562, 0.73420], [-0.09348, -3.12053, 1.67123], [-1.31798, -2.95900, 2.30272], [-1.76323, -3.91679, 3.19943], [-0.98525, -5.02888, 3.47452], [0.24486, -5.18282, 2.85361], [0.69294, -4.23097, 1.95406], [1.00871, -1.49928, 1.25648], [0.96647, -2.60665, 0.03952], [-1.93475, -2.09694, 2.07851], [-2.71885, -3.79011, 3.68302], [-1.32655, -5.77346, 4.17570], [0.85948, -6.04286, 3.07361], [1.65774, -4.35729, 1.47818], [-0.54109, 0.91087, 3.63416], [-0.42616, 2.11735, 2.79573], [0.15178, 1.73025, 1.40885], [0.45943, 2.56864, 0.59263], [0.26189, 0.46247, 1.21575], [-0.89607, 1.12211, 4.57056], [0.49237, 0.44314, 3.70567], [-1.15901, 0.22873, 3.17358], [0.22839, 2.85234, 3.26608], [-1.40371, 2.58772, 2.64951]],
  "forces_ev_per_a": [[0.5, -1.2, 0.8], [0.1, 0.0, -0.9], [-0.7, 0.0, 0.7], [0.2, 0.0, 0.6], [0.3, 0.0, -0.2], [1.1, -0.1, -1.5], [0.3, 0.2, -0.1], [0.0, -0.2, 0.6], [-0.1, 0.2, -0.1], [-0.3, 1.1, -1.4], [-0.2, 0.5, -0.3], [-0.2, 0.1, 0.7], [-0.2, -0.9, 0.5], [0.3, 0.2, -0.9], [0.2, 0.1, -0.4], [-0.6, -0.7, -1.4], [-0.4, -0.5, -0.1], [0.1, -0.2, 0.6], [0.5, 0.4, 0.5], [-0.1, 0.0, -0.9], [0.0, 0.0, 0.0], [0.0, 0.0, 0.0], [0.1, 0.0, 0.0], [0.2, 0.0, -0.1], [0.0, 0.0, 0.0], [0.0, 0.0, 0.0], [0.0, 0.2, -0.1], [0.0, -0.1, 0.0], [0.0, 0.1, 0.1], [0.0, 0.0, 0.1], [-0.1, 0.0, 0.1], [-0.1, -0.1, 0.0], [0.1, 0.1, 0.0], [-0.1, 0.0, 0.0], [-0.1, -0.1, 0.1], [-0.1, 0.0, 0.2], [1.7, -0.2, 0.6], [-0.4, -0.2, -0.3], [-0.1, -0.1, 0.2], [0.0, 0.0, 0.0], [0.1, -0.1, -0.1], [0.0, 0.0, 0.0], [-0.1, -0.1, -0.1], [-0.4, 0.1, -0.2], [0.0, 0.1, 0.0], [-0.1, 0.1, -0.1], [0.0, 0.0, 0.1], [0.0, 0.0, -0.1], [-0.2, 0.2, 0.1], [-0.1, 0.0, 0.1], [0.0, 0.1, 0.1], [0.1, 0.1, 0.1], [0.1, 0.1, -0.1], [-0.1, 0.0, -0.1], [0.1, 0.1, -0.1], [0.1, -0.1, 0.0], [0.1, -0.1, 0.0], [0.0, -0.1, 0.1], [-0.1, 0.0, 0.0], [-1.0, 1.0, -0.2], [0.4, 0.1, -0.8], [0.4, -1.0, 0.3], [-0.4, 0.2, 0.3], [-0.1, 0.8, -0.7], [-0.1, 0.1, 0.4], [0.3, -0.4, -1.1], [0.0, 0.3, 0.6], [-0.6, 0.0, 0.1], [0.2, -0.1, -0.4], [0.2, -0.4, 0.5], [-1.8, 0.4, 0.7], [0.0, -0.1, 0.3], [-0.1, 0.3, 0.5], [0.0, -0.1, -0.1], [-0.2, -1.2, 1.1], [-0.2, 0.2, 0.1], [-0.1, 0.4, 0.1], [0.3, -0.2, -0.5], [0.0, 0.0, -0.3], [0.5, -0.2, 0.1], [-0.2, -0.4, 0.3], [0.0, 0.2, -0.1], [0.1, -0.1, 0.1], [0.0, 0.0, 0.0], [0.0, 0.0, 0.0], [0.0, 0.0, -0.1], [0.1, -0.3, -0.2], [-0.1, 0.2, 0.2], [0.1, -0.1, 0.0], [-0.1, 0.0, 0.1], [-0.1, -0.1, 0.1], [0.0, -0.1, 0.0], [0.1, 0.0, -0.1], [0.4, -0.5, 0.2], [0.1, 0.2, -0.8], [0.2, 1.5, 0.6], [0.1, 0.1, 0.6], [0.6, 0.0, 0.7], [0.0, 0.0, -0.2], [-0.8, 0.2, -0.1], [0.2, 0.2, 0.3], [0.0, -0.1, 0.0], [0.1, -0.1, 0.0]],
  "mulliken_spin": [0.88, 0.00, 0.01, -0.01, 0.00, -0.03, 0.03, 0.00, 0.03, -0.04, 0.05, -0.01, 0.01, 0.00, 0.00, 0.00, 0.01, 0.00, 0.00, 0.00, 0.00, 0.00, 0.00, 0.00, 0.01, 0.00, 0.00, 0.00, 0.00, 0.00, 0.00, 0.00, 0.00, 0.00, 0.00, 0.00, 0.00, 0.00, 0.00, 0.00, 0.00, 0.00, 0.00, 0.00, 0.00, 0.00, 0.00, 0.00, 0.00, 0.00, 0.00, 0.00, 0.00, 0.00, 0.00, 0.00, 0.00, 0.00, 0.00, 0.00, 0.02, 0.02, 0.00, 0.03, -0.02, 0.81, 0.05, -0.02, 0.10, -0.01, 0.01, 0.02, 0.01, 0.01, -0.01, 0.00, 0.00, 0.00, 0.00, -0.01, -0.01, 0.02, 0.00, 0.00, 0.00, 0.00, -0.01, 0.01, 0.00, 0.00, 0.00, 0.00, 0.00, 0.00, 0.00, 0.00, 0.00, 0.02, 0.00, 0.00, 0.00, 0.00, 0.00],
  "multiplicity": 3,
  "s2": 2.01,
  "energy_ha": -4569.61269,
  "charge": 2
}


# 4
{
  "formula": "C3H4O3S",
  "method": "ωB97M-V/def2-TZVPD",
  "elements": ["O", "C", "O", "C", "S", "C", "O", "H", "H", "H", "H"],
  "positions_angstrom": [[0.47464, -1.57540, -1.10893], [1.00045, -1.75987, 0.02773], [0.61892, -1.09102, 1.13102], [-0.35560, 0.01511, 1.06543], [0.14808, 1.66330, 0.46336], [-0.39438, 1.74747, -1.23860], [-0.90929, 0.65259, -1.80879], [1.75225, -2.57817, 0.36039], [-0.54032, 0.36564, 2.27921], [-1.22586, -0.35485, 0.47791], [-0.56889, 2.91520, -1.64872]],
  "forces_ev_per_a": [[2.8, -1.1, 4.6], [-2.3, 0.0, -3.5], [0.1, 1.3, 0.3], [-0.2, 0.1, 2.2], [0.3, -0.1, -0.8], [-4.2, -4.3, -2.5], [3.0, 7.0, 2.8], [-1.0, 1.4, -0.9], [0.3, -1.7, -3.6], [0.4, 0.5, 0.7], [0.9, -3.2, 0.8]],
  "lowdin_charge": [0.02, -0.29, -0.12, -0.43, 0.89, -0.49, -0.14, 0.17, 0.16, 0.10, 0.14],
  "multiplicity": 1,
  "smiles": "O=COCSC=O",
  "relative_energy_kcal_mol": 82.9
}


# 5
{
  "formula": "C29H51N7O3",
  "method": "ωB97M-V/def2-TZVPD",
  "elements": ["N", "C", "C", "C", "C", "O", "C", "O", "O", "H", "H", "H", "H", "H", "H", "H", "H", "H", "C", "C", "C", "C", "N", "H", "H", "H", "H", "H", "H", "H", "C", "C", "C", "C", "N", "H", "H", "H", "H", "H", "H", "H", "C", "C", "C", "C", "N", "H", "H", "H", "H", "H", "H", "H", "C", "C", "C", "C", "N", "H", "H", "H", "H", "H", "H", "H", "C", "C", "C", "C", "N", "H", "H", "H", "H", "H", "H", "H", "C", "C", "C", "C", "N", "H", "H", "H", "H", "H", "H", "H"],
  "positions_angstrom": [[1.91412, -1.56423, -0.93066], [2.79665, -1.84690, -2.04387], [4.28631, -1.54702, -1.76079], [5.08769, -2.02758, -2.94923], [5.33032, -1.01545, -4.03730], [6.19470, -1.81290, -4.87106], [6.88188, -2.63425, -4.04802], [7.68527, -3.38156, -4.33403], [6.45788, -2.41235, -2.76201], [2.05871, -0.64696, -0.53705], [1.99484, -2.27748, -0.22532], [2.52004, -1.28016, -2.93101], [2.71950, -2.90733, -2.25439], [4.42578, -0.47554, -1.65774], [4.56851, -2.02067, -0.82629], [4.63612, -2.93211, -3.36489], [5.98370, -0.28427, -3.56436], [4.43476, -0.64720, -4.50444], [-1.95524, -2.09777, 0.69787], [-1.96859, -2.04260, 2.21991], [-1.37149, -0.74051, 2.76405], [0.02879, -0.59744, 2.33715], [1.10484, -0.49146, 1.99280], [-0.93848, -2.06435, 0.30273], [-2.40997, -3.02458, 0.34690], [-2.51252, -1.26629, 0.26963], [-1.41137, -2.89609, 2.61381], [-2.99451, -2.14066, 2.57433], [-1.40525, -0.72887, 3.85412], [-1.93536, 0.11992, 2.40060], [-6.61743, -1.09657, 6.42079], [-5.18769, -1.59258, 6.59446], [-4.33355, -1.39651, 5.34014], [-4.90064, -2.13535, 4.20199], [-5.34769, -2.70746, 3.32957], [-7.14160, -1.64991, 5.63978], [-7.18112, -1.22604, 7.34564], [-6.63368, -0.03882, 6.15838], [-5.20986, -2.65109, 6.86267], [-4.71697, -1.06180, 7.42083], [-3.31880, -1.75513, 5.51501], [-4.27799, -0.33901, 5.08064], [-5.20588, 4.90509, 6.22691], [-6.32959, 3.90009, 5.99789], [-6.38094, 2.80709, 7.07057], [-5.12726, 2.03809, 7.08822], [-4.14833, 1.46287, 7.08880], [-4.22629, 4.42694, 6.18253], [-5.22559, 5.67929, 5.46000], [-5.30575, 5.39051, 7.19959], [-6.20670, 3.44128, 5.01452], [-7.28596, 4.42570, 5.98827], [-7.20543, 2.12194, 6.87587], [-6.53387, 3.24530, 8.05752], [10.20876, -0.99656, -2.90609], [10.51191, 0.48127, -2.68826], [10.17256, 0.95473, -1.27172], [8.73770, 0.77504, -1.00053], [7.62873, 0.63052, -0.80839], [9.14556, -1.20807, -2.78476], [10.48610, -1.29588, -3.91667], [10.76378, -1.62179, -2.20393], [9.95120, 1.07498, -3.41320], [11.57176, 0.66279, -2.87813], [10.41666, 2.01059, -1.15415], [10.74314, 0.39245, -0.53164], [-0.49995, -0.79733, -6.66140], [-0.55510, -0.71486, -5.13902], [0.03947, 0.58472, -4.59013], [1.45556, 0.70015, -4.96372], [2.54851, 0.78785, -5.25738], [0.52833, -0.78746, -7.02646], [-0.95993, -1.72259, -7.00924], [-1.03325, 0.03845, -7.12021], [-0.02327, -1.56742, -4.71246], [-1.59258, -0.78935, -4.81031], [-0.03697, 0.59910, -3.50216], [-0.49959, 1.44944, -4.98094], [-3.49008, 3.27266, -2.89154], [-4.53911, 2.20516, -3.18397], [-4.58052, 1.10232, -2.12113], [-3.28665, 0.40968, -2.04404], [-2.28233, -0.11646, -1.99018], [-2.48275, 2.85294, -2.88677], [-3.51548, 4.05083, -3.65449], [-3.66832, 3.74355, -1.92283], [-4.33850, 1.76241, -4.16180], [-5.52306, 2.67400, -3.24111], [-5.35122, 0.37032, -2.36206], [-4.81010, 1.52260, -1.14117]],
  "forces_ev_per_a": [[-0.4, 0.0, -0.7], [0.7, 0.2, 0.6], [0.0, -0.1, -0.4], [-0.3, 0.2, 0.2], [0.3, -0.9, 0.9], [-0.1, 0.2, -0.9], [-3.6, 3.7, 2.1], [4.2, -3.6, -1.8], [0.1, -0.7, 0.5], [0.0, -0.1, 0.3], [0.1, 0.2, 0.3], [-0.3, 0.0, -0.1], [-0.2, -0.2, -0.3], [0.1, 0.2, 0.3], [0.2, -0.2, 0.1], [-0.5, 0.1, -0.1], [-0.4, 0.7, -0.2], [0.1, 0.2, -0.7], [0.0, -0.1, 0.1], [-0.1, -0.2, -0.2], [0.2, -0.3, -0.1], [-1.8, 0.0, 0.6], [1.6, 0.1, -0.5], [0.0, 0.1, 0.0], [0.0, 0.0, 0.0], [0.0, 0.0, 0.0], [0.0, 0.1, 0.1], [0.1, 0.1, 0.0], [0.1, 0.1, 0.0], [0.0, 0.0, 0.0], [0.0, -0.1, 0.0], [-0.2, 0.0, 0.2], [-0.2, -0.2, 0.0], [0.8, 1.0, 1.4], [-0.8, -0.9, -1.3], [0.0, 0.0, 0.0], [0.0, 0.0, 0.0], [0.0, 0.0, -0.1], [0.1, 0.0, -0.1], [0.1, 0.0, -0.1], [0.0, 0.0, -0.1], [0.0, 0.0, 0.0], [0.0, 0.0, 0.0], [0.1, 0.2, -0.1], [0.2, 0.0, -0.2], [-1.6, 0.9, 0.1], [1.4, -0.8, -0.1], [0.0, 0.0, 0.0], [0.0, 0.0, 0.0], [0.0, 0.0, 0.0], [-0.1, -0.1, 0.0], [0.0, -0.1, 0.0], [0.0, -0.1, 0.1], [0.0, 0.0, 0.0], [0.0, 0.0, -0.1], [0.0, -0.2, -0.2], [-0.2, 0.0, -0.2], [1.9, 0.3, -0.2], [-1.7, -0.2, 0.2], [0.0, 0.0, 0.1], [0.0, 0.0, 0.0], [0.0, 0.0, 0.0], [0.0, 0.1, 0.0], [0.0, 0.1, 0.1], [0.0, 0.0, 0.1], [0.0, 0.0, 0.0], [0.0, 0.0, 0.0], [-0.1, -0.1, -0.3], [0.1, -0.3, 0.0], [-1.8, 0.1, 0.6], [1.7, 0.1, -0.4], [0.0, 0.1, 0.0], [0.0, 0.0, 0.0], [0.0, 0.0, 0.0], [0.0, 0.1, 0.1], [0.0, 0.0, 0.1], [0.0, 0.0, 0.0], [0.1, 0.0, 0.0], [0.0, 0.0, -0.1], [0.1, 0.2, 0.0], [0.2, 0.0, -0.2], [-1.7, 0.8, 0.0], [1.6, -0.7, -0.1], [0.0, 0.0, 0.1], [0.0, 0.0, 0.0], [0.0, 0.0, 0.0], [-0.1, -0.1, 0.0], [0.0, -0.1, 0.0], [0.0, -0.1, 0.1], [0.0, 0.0, 0.0]],
  "lowdin_charge": [0.00, -0.28, -0.11, -0.31, -0.07, 0.06, -0.63, 0.22, 0.06, 0.05, 0.06, 0.09, 0.11, 0.12, 0.12, 0.16, 0.14, 0.10, -0.11, -0.26, -0.18, -0.23, 0.16, 0.06, 0.08, 0.04, 0.12, 0.06, 0.11, 0.12, -0.10, -0.27, -0.19, -0.25, 0.16, 0.07, 0.08, 0.05, 0.11, 0.09, 0.12, 0.10, -0.11, -0.26, -0.18, -0.23, 0.18, 0.07, 0.07, 0.08, 0.11, 0.11, 0.11, 0.12, -0.10, -0.26, -0.19, -0.24, 0.16, 0.06, 0.08, 0.08, 0.11, 0.11, 0.11, 0.12, -0.11, -0.26, -0.19, -0.23, 0.16, 0.07, 0.07, 0.07, 0.11, 0.09, 0.10, 0.12, -0.11, -0.26, -0.18, -0.22, 0.19, 0.06, 0.07, 0.08, 0.11, 0.11, 0.12, 0.12],
  "multiplicity": 1,
  "smiles": "NCC[C@H]1COC(=O)O1.CCCC#N.CCCC#N.CCCC#N.CCCC#N.CCCC#N.CCCC#N",
  "energy_ha": -1744.57080
}